Density functional theory data (wB97M-V/def2-TZVPD) for a molecular structure, C28H38CaN4P2 at a distorted geometry.

The geometry in XYZ format:
```
73
Properties=species:S:1:pos:R:3:lowdin_charge:R:1
Ca -1.506 -2.033 1.424 1.2468
P -0.852 -1.357 -1.517 0.9665
P -2.059 0.629 0.294 0.8747
N -0.323 -2.015 -3.162 -0.2421
N -3.017 0.619 1.835 -0.2314
N -2.616 2.245 -0.173 -0.2093
N -1.193 -3.066 -0.891 -0.2773
C -3.456 0.231 4.023 -0.0989
C -4.667 0.582 3.362 -0.0939
C -2.120 3.398 0.459 -0.1311
C -6.853 -6.105 0.954 -0.1993
C 1.391 -1.217 -0.178 -0.2818
C -3.296 -0.312 -0.769 -0.4723
C 0.111 -3.248 -5.062 -0.1069
C -5.548 -5.981 0.195 -0.1239
C -6.435 -4.487 -1.640 -0.1819
C -6.416 -3.648 1.626 -0.1280
C -2.368 -3.818 -1.006 -0.1474
C 1.056 -2.169 -4.997 -0.1201
C -6.984 -5.007 2.024 -0.1846
C -7.369 -3.702 -0.688 -0.1868
C -0.365 -3.723 0.074 -0.2699
C -2.639 -0.934 -2.046 -0.3887
C -2.458 0.161 3.067 -0.2296
C -0.025 0.950 1.292 -0.2535
C -1.153 -4.672 0.727 -0.1530
C -2.353 -4.785 -0.030 -0.0977
C -2.599 4.515 -0.209 -0.0811
C -3.327 2.659 -1.299 -0.1448
C -4.386 0.809 2.028 -0.1143
C -3.373 4.028 -1.325 -0.0941
C -0.709 -3.123 -3.927 -0.1571
C 0.775 -1.461 -3.838 -0.1739
C -6.589 -3.083 0.460 -0.1280
C -5.396 -5.307 -0.940 -0.1517
H -1.481 3.307 1.312 0.0857
H -2.479 5.546 0.078 0.0879
H 1.216 -0.552 -3.458 0.0914
H -7.714 -6.127 0.266 0.1024
H -1.362 0.098 3.186 0.0821
H -0.288 1.704 2.019 -0.0407
H -7.862 -2.898 -1.270 0.1139
H -6.542 -5.425 2.950 0.1095
H -3.959 4.611 -2.015 0.0894
H -5.073 1.056 1.223 0.1170
H -3.092 -3.613 -1.802 0.0993
H -4.574 -5.541 -1.625 0.1045
H -4.792 -6.697 0.568 0.1072
H -3.301 0.067 5.085 0.0988
H -6.852 -7.091 1.457 0.1116
H -0.823 -5.297 1.553 0.1033
H -3.765 1.922 -1.955 0.0899
H 0.502 1.495 0.491 0.0048
H -1.563 -3.717 -3.660 0.0765
H -2.620 -0.208 -2.905 0.0868
H -3.299 -1.787 -2.358 0.0527
H -4.245 0.222 -0.994 0.0529
H -3.675 -1.100 -0.093 0.0400
H -8.055 -4.820 2.247 0.1204
H -7.021 -5.232 -2.216 0.1242
H 0.651 -3.410 0.250 0.0757
H 0.075 -3.990 -5.845 0.0795
H -8.181 -4.356 -0.324 0.0994
H 1.764 -1.984 -0.852 -0.0575
H -3.078 -5.581 0.103 0.0679
H -6.125 -3.069 2.521 0.1048
H 0.695 0.255 1.768 -0.0139
H -6.021 -3.752 -2.366 0.1132
H 1.678 -0.235 -0.579 -0.0376
H -5.616 0.680 3.861 0.0924
H 1.878 -1.374 0.784 -0.0643
H -6.365 -2.019 0.255 0.1055
H 1.853 -1.942 -5.714 0.0901
```

## Properties
Lowest unoccupied orbital energy (alpha / beta) = -0.940 / -0.582 eV
Orbital gap (alpha / beta) = 0.1603 / 0.1626 Eh
Total energy = -2668.7185 Ha
Charge = 0